i.
Computed, not measured: 9 unconnected molecules or ions with the total composition H18O9, with the ωB97M-V functional and the def2-TZVPD basis.

ORCA input file:
```
! RIJCOSX wB97M-V def2-TZVPD def2/J DEFGRID3
* xyz 0 1
O 2.810 -3.736 2.016
H 3.345 -3.254 1.386
H 3.393 -3.887 2.760
O 1.112 5.104 -1.200
H 0.809 5.909 -1.619
H 0.360 4.799 -0.693
O 4.966 -0.809 -0.379
H 5.148 0.125 -0.283
H 5.636 -1.123 -0.987
O 0.094 -1.619 -4.156
H -0.744 -1.837 -4.564
H -0.135 -1.362 -3.262
O -0.946 5.094 3.058
H -1.771 4.612 3.012
H -1.135 5.841 3.627
O -5.045 -1.897 -0.813
H -4.096 -1.879 -0.694
H -5.309 -0.978 -0.780
O -4.586 2.370 3.043
H -5.494 2.673 3.067
H -4.624 1.471 3.368
O -0.787 -0.967 0.080
H -0.083 -1.430 0.534
H -0.934 -0.180 0.604
O 2.936 -4.587 -2.534
H 2.663 -4.539 -1.617
H 2.418 -3.913 -2.974
*
```

Summary:
SMILES: O.O.O.O.O.O.O.O.O

Listed below, in e, are the Mulliken charges computed for each atom:
1. O -0.635
2. H 0.325
3. H 0.306
4. O -0.637
5. H 0.317
6. H 0.319
7. O -0.630
8. H 0.318
9. H 0.319
10. O -0.640
11. H 0.316
12. H 0.323
13. O -0.640
14. H 0.321
15. H 0.315
16. O -0.642
17. H 0.325
18. H 0.314
19. O -0.635
20. H 0.319
21. H 0.321
22. O -0.634
23. H 0.323
24. H 0.317
25. O -0.645
26. H 0.312
27. H 0.328

ii.
Computed, not measured: 9 unconnected molecules or ions with the total composition H18O9, with the ωB97M-V functional and the def2-TZVPD basis.

ORCA input file:
```
! RIJCOSX wB97M-V def2-TZVPD def2/J DEFGRID3
* xyz 0 1
O -0.340 -0.237 -3.226
H -0.306 -0.243 -2.340
H 0.606 -0.186 -3.586
O 3.313 0.354 2.034
H 2.507 0.227 2.677
H 3.160 1.121 1.400
O 2.112 -2.077 1.122
H 2.624 -1.343 1.019
H 2.741 -2.849 1.025
O -0.850 -2.520 -0.652
H -1.777 -2.445 -1.063
H -0.545 -1.675 -0.332
O -2.463 2.476 -0.424
H -1.988 1.650 0.180
H -1.980 2.708 -1.168
O 0.171 -0.073 -0.319
H -0.314 0.514 0.261
H 1.038 0.186 -0.350
O 2.641 1.882 -0.416
H 1.830 2.394 -0.402
H 3.219 2.262 -1.151
O -2.969 -1.526 0.301
H -3.785 -1.151 -0.066
H -2.271 -0.908 0.518
O -1.980 0.454 1.258
H -1.656 0.021 1.965
H -2.748 0.994 1.724
*
```

Summary:
SMILES: O.O.O.O.O.O.O.O.O

Listed below, in e, are the Mulliken charges computed for each atom:
1. O -0.628
2. H 0.401
3. H 0.300
4. O -0.690
5. H 0.330
6. H 0.348
7. O -0.574
8. H 0.319
9. H 0.292
10. O -0.650
11. H 0.367
12. H 0.341
13. O -0.710
14. H 0.452
15. H 0.294
16. O -0.492
17. H 0.241
18. H 0.220
19. O -0.675
20. H 0.321
21. H 0.311
22. O -0.690
23. H 0.283
24. H 0.491
25. O -0.822
26. H 0.284
27. H 0.336

iii.
Computed, not measured: 9 unconnected molecules or ions with the total composition H18O9, with the ωB97M-V functional and the def2-TZVPD basis.

ORCA input file:
```
! RIJCOSX wB97M-V def2-TZVPD def2/J DEFGRID3
* xyz 0 1
H 0.940 1.455 0.381
H -0.497 1.105 0.033
H -2.072 -1.137 1.937
H -0.596 -1.483 2.052
H 4.603 -1.817 3.044
H 3.144 -1.615 2.667
H 3.731 -0.386 -2.327
H 3.383 0.272 -3.652
H 3.456 3.931 0.995
H 4.507 4.627 0.146
H -5.511 1.873 -0.985
H -4.621 0.753 -1.499
H 2.544 -3.527 -2.030
H 1.185 -2.878 -2.235
H -1.942 -1.832 -1.169
H -3.104 -0.922 -1.531
H -4.354 0.764 1.772
H -4.748 1.400 0.449
O 0.414 0.873 -0.178
O -1.300 -0.998 2.498
O 3.711 -1.855 3.408
O 4.009 0.320 -2.921
O 3.555 4.583 0.292
O -5.451 0.912 -1.034
O 1.602 -3.681 -1.901
O -2.521 -1.156 -0.800
O -4.026 0.930 0.881
*
```

Summary:
SMILES: O.O.O.O.O.O.O.O.O

Listed below, in e, are the Mulliken charges computed for each atom:
1. H 0.307
2. H 0.321
3. H 0.316
4. H 0.301
5. H 0.323
6. H 0.307
7. H 0.302
8. H 0.317
9. H 0.314
10. H 0.320
11. H 0.361
12. H 0.324
13. H 0.315
14. H 0.310
15. H 0.285
16. H 0.248
17. H 0.280
18. H 0.281
19. O -0.631
20. O -0.632
21. O -0.630
22. O -0.621
23. O -0.634
24. O -0.691
25. O -0.624
26. O -0.513
27. O -0.555

Stability ranking, top entry: i; the second entry is 0.673 eV less favorable.

i.
Computed, not measured: a single C4H8O2 molecule, with the ωB97M-V functional and the def2-TZVPD basis.

ORCA input file:
```
! RIJCOSX wB97M-V def2-TZVPD def2/J DEFGRID3
* xyz 0 1
C -0.737 -0.879 0.743
C -0.010 0.705 0.101
C 1.286 0.160 -0.441
O 1.454 -1.113 0.172
C -1.096 1.061 -0.870
O -2.141 1.570 -0.538
H -1.449 -0.366 1.347
H -0.335 -1.749 1.338
H -1.155 -1.360 -0.149
H 0.087 1.516 0.851
H 1.226 -0.032 -1.518
H 2.192 0.740 -0.235
H 1.626 -0.941 1.108
H -0.948 0.687 -1.909
*
```

Summary:
SMILES: C[C@H](C=O)CO

Listed below, in e, are the Mulliken charges computed for each atom:
1. C -1.065
2. C 0.098
3. C -0.515
4. O -0.571
5. C -0.133
6. O -0.474
7. H 0.390
8. H 0.353
9. H 0.308
10. H 0.357
11. H 0.295
12. H 0.288
13. H 0.351
14. H 0.318

ii.
Computed, not measured: 2 unconnected molecules or ions with the total composition C4H8O2, with the ωB97M-V functional and the def2-TZVPD basis.

ORCA input file:
```
! RIJCOSX wB97M-V def2-TZVPD def2/J DEFGRID3
* xyz 0 1
O 1.227 2.389 0.509
C 0.438 -0.546 0.628
C 0.267 -1.366 -0.684
C -0.993 -0.560 -0.983
C -0.893 0.152 0.292
O -0.676 0.831 -0.948
H 0.860 2.047 -0.321
H 1.293 0.134 0.648
H 0.432 -1.151 1.537
H 1.068 -1.320 -1.425
H 0.018 -2.408 -0.465
H -1.859 -0.838 -1.573
H 0.540 2.153 1.145
H -1.685 0.540 0.929
*
```

Summary:
SMILES: C1C[C@H]2O[C@@H]12.O

Listed below, in e, are the Mulliken charges computed for each atom:
1. O -0.659
2. C -0.496
3. C -0.510
4. C -0.301
5. C -0.294
6. O -0.460
7. H 0.401
8. H 0.360
9. H 0.290
10. H 0.281
11. H 0.257
12. H 0.432
13. H 0.297
14. H 0.402

iii.
Computed, not measured: a molecular structure, C4H8O2, with the ωB97M-V functional and the def2-TZVPD basis.

ORCA input file:
```
! RIJCOSX wB97M-V def2-TZVPD def2/J DEFGRID3
* xyz 0 1
C 1.864 0.027 0.746
O 0.897 0.907 0.215
C -0.560 0.387 -0.890
C -0.950 -1.036 -0.608
O -1.874 -0.615 0.401
C -1.486 0.756 0.126
H 1.425 -0.923 1.093
H 2.617 -0.183 -0.022
H 2.363 0.504 1.600
H -0.178 0.844 -1.794
H -0.174 -1.720 -0.248
H -1.472 -1.488 -1.462
H -0.200 1.029 0.732
H -2.271 1.510 0.112
*
```

Listed below, in e, are the Mulliken charges computed for each atom:
1. C -0.598
2. O -0.481
3. C -0.009
4. C -0.271
5. O -0.384
6. C -0.589
7. H 0.266
8. H 0.250
9. H 0.248
10. H 0.383
11. H 0.190
12. H 0.262
13. H 0.385
14. H 0.348

Stability ranking, top entry: ii; the second entry is 0.522 eV less favorable.

i.
Computed, not measured: a single C4H8O2 molecule, with the ωB97M-V functional and the def2-TZVPD basis.

ORCA input file:
```
! RIJCOSX wB97M-V def2-TZVPD def2/J DEFGRID3
* xyz 0 1
O -1.859 0.890 0.640
C -1.302 0.322 -0.539
C 0.174 0.686 -0.662
C 1.006 0.130 0.487
C 1.264 -1.352 0.380
O 0.942 -2.036 -0.564
H -2.072 0.182 1.255
H -1.853 0.723 -1.398
H -1.420 -0.769 -0.554
H 0.258 1.778 -0.680
H 0.558 0.302 -1.613
H 1.988 0.621 0.553
H 0.519 0.332 1.452
H 1.796 -1.809 1.243
*
```

Summary:
SMILES: O=CCCCO

Listed below, in e, are the Mulliken charges computed for each atom:
1. O -0.532
2. C -0.519
3. C -0.463
4. C -0.623
5. C 0.059
6. O -0.482
7. H 0.323
8. H 0.269
9. H 0.341
10. H 0.347
11. H 0.299
12. H 0.314
13. H 0.303
14. H 0.362

ii.
Computed, not measured: a single C4H8O2 molecule, with the ωB97M-V functional and the def2-TZVPD basis.

ORCA input file:
```
! RIJCOSX wB97M-V def2-TZVPD def2/J DEFGRID3
* xyz 0 1
C 2.052 0.326 -0.549
O 0.707 -0.003 -0.753
C 0.099 -0.420 0.431
C -1.322 -0.705 0.148
C -1.869 0.710 -0.340
O -2.906 0.561 0.268
H 2.451 0.652 -1.510
H 2.626 -0.543 -0.191
H 2.159 1.140 0.185
H 0.155 0.380 1.203
H 0.546 -1.323 0.847
H -1.755 -1.070 1.123
H -1.575 -1.436 -0.613
H -1.368 1.731 -0.249
*
```

Summary:
SMILES: COCCC=O

Listed below, in e, are the Mulliken charges computed for each atom:
1. C -0.720
2. O -0.299
3. C -0.534
4. C -0.481
5. C 0.038
6. O -0.410
7. H 0.241
8. H 0.287
9. H 0.308
10. H 0.338
11. H 0.403
12. H 0.261
13. H 0.308
14. H 0.261

Stability ranking, top entry: i; the second entry is 2.898 eV less favorable.

i.
Computed, not measured: a single C4H8O2 molecule, with the ωB97M-V functional and the def2-TZVPD basis.

ORCA input file:
```
! RIJCOSX wB97M-V def2-TZVPD def2/J DEFGRID3
* xyz 0 1
C -1.509 -0.464 0.042
C -0.098 0.016 0.303
C 1.067 -0.796 -0.303
O 1.631 0.379 -0.904
C 0.473 1.158 -0.566
O 0.007 0.239 1.691
H -1.703 -1.364 0.636
H -1.660 -0.699 -1.016
H -2.232 0.301 0.342
H 0.772 -1.538 -1.057
H 1.740 -1.263 0.427
H 0.906 0.540 1.878
H 0.727 2.075 -0.019
H -0.122 1.416 -1.453
*
```

Summary:
SMILES: CC1(O)COC1

Listed below, in e, are the Mulliken charges computed for each atom:
1. C -1.604
2. C 1.333
3. C -0.653
4. O -0.384
5. C -0.651
6. O -0.590
7. H 0.368
8. H 0.391
9. H 0.361
10. H 0.261
11. H 0.279
12. H 0.347
13. H 0.279
14. H 0.261

ii.
Computed, not measured: 2 unconnected molecules or ions with the total composition C4H8O2, with the ωB97M-V functional and the def2-TZVPD basis.

ORCA input file:
```
! RIJCOSX wB97M-V def2-TZVPD def2/J DEFGRID3
* xyz 0 1
C -1.609 -0.339 -1.012
C 1.275 -0.396 -0.605
C 1.913 -0.749 0.686
O -0.818 0.011 0.130
C -1.035 1.219 0.683
O -0.391 1.626 1.606
H -1.093 -1.184 -1.464
H -2.622 -0.608 -0.700
H -1.635 0.487 -1.730
H 1.383 0.708 -0.695
H 1.849 -0.019 1.503
H 2.972 -0.784 0.360
H 1.664 -1.753 1.042
H -1.853 1.781 0.195
*
```

Listed below, in e, are the Mulliken charges computed for each atom:
1. C -0.811
2. C -0.239
3. C -0.763
4. O -0.240
5. C 0.176
6. O -0.424
7. H 0.354
8. H 0.285
9. H 0.385
10. H 0.080
11. H 0.277
12. H 0.354
13. H 0.220
14. H 0.347

iii.
Computed, not measured: 2 unconnected molecules or ions with the total composition C4H8O2, with the ωB97M-V functional and the def2-TZVPD basis.

ORCA input file:
```
! RIJCOSX wB97M-V def2-TZVPD def2/J DEFGRID3
* xyz 0 1
C -1.352 -1.109 -0.126
C -1.183 0.055 -0.795
C 1.104 1.277 0.253
O 0.528 1.487 1.460
C 1.543 0.060 -0.124
O 1.251 -0.991 0.670
H -1.443 -2.033 -0.696
H -1.860 -1.128 0.829
H 0.181 -1.242 0.409
H -1.417 1.001 -0.344
H -0.939 0.094 -1.852
H 1.262 2.189 -0.309
H 0.545 0.604 1.875
H 2.023 -0.116 -1.088
*
```

Summary:
SMILES: O/C=C\O.C=C

Listed below, in e, are the Mulliken charges computed for each atom:
1. C -0.630
2. C -0.441
3. C -0.354
4. O -0.514
5. C -0.094
6. O -0.620
7. H 0.329
8. H 0.305
9. H 0.295
10. H 0.287
11. H 0.271
12. H 0.394
13. H 0.396
14. H 0.375

Stability ranking, top entry: i; the second entry is 1.355 eV less favorable.

i.
Computed, not measured: a single C4H8O2 molecule, with the ωB97M-V functional and the def2-TZVPD basis.

ORCA input file:
```
! RIJCOSX wB97M-V def2-TZVPD def2/J DEFGRID3
* xyz 0 1
C -1.580 -0.927 -0.009
C -0.264 -0.644 0.672
O 0.227 -1.448 1.442
C 0.829 0.826 -1.087
C 0.500 0.655 0.397
O 1.679 0.656 1.151
H -2.204 -0.035 -0.119
H -1.389 -1.329 -1.012
H -2.109 -1.689 0.568
H 1.363 -0.052 -1.465
H -0.067 0.994 -1.693
H -0.146 1.492 0.715
H 1.490 1.691 -1.195
H 1.671 -0.190 1.635
*
```

Summary:
SMILES: CC(=O)[C@H](C)O

Listed below, in e, are the Mulliken charges computed for each atom:
1. C -1.235
2. C 0.869
3. O -0.615
4. C -1.248
5. C 0.188
6. O -0.587
7. H 0.346
8. H 0.286
9. H 0.370
10. H 0.311
11. H 0.335
12. H 0.218
13. H 0.354
14. H 0.410

ii.
Computed, not measured: a molecular structure, C4H8O2, with the ωB97M-V functional and the def2-TZVPD basis.

ORCA input file:
```
! RIJCOSX wB97M-V def2-TZVPD def2/J DEFGRID3
* xyz 0 1
C -1.193 0.476 -1.045
C 0.090 0.611 0.490
O 0.159 1.895 0.701
C 0.113 -0.543 1.449
C 1.144 -0.458 0.334
O 1.037 -1.482 -0.603
H -2.242 0.481 -0.737
H -0.872 -0.524 -1.335
H -1.085 1.112 -1.945
H -0.586 1.449 -0.325
H 0.431 -0.346 2.476
H -0.605 -1.346 1.324
H 2.163 -0.154 0.595
H 1.435 -1.166 -1.424
*
```

Listed below, in e, are the Mulliken charges computed for each atom:
1. C -1.211
2. C 0.752
3. O -0.747
4. C -0.739
5. C -0.197
6. O -0.536
7. H 0.322
8. H 0.371
9. H 0.374
10. H 0.411
11. H 0.275
12. H 0.259
13. H 0.337
14. H 0.330

iii.
Computed, not measured: a molecular structure, C4H8O2, with the ωB97M-V functional and the def2-TZVPD basis.

ORCA input file:
```
! RIJCOSX wB97M-V def2-TZVPD def2/J DEFGRID3
* xyz 0 1
O 2.010 1.138 0.384
C 1.702 -0.179 0.007
C 0.366 -0.648 0.503
C -1.091 -0.384 -1.009
C -2.002 0.178 0.000
O -0.700 0.757 0.098
H 1.274 1.689 0.085
H 1.778 -0.334 -1.077
H 2.449 -0.826 0.489
H 0.186 -1.702 0.320
H 0.219 -0.403 1.557
H -1.173 0.179 -1.952
H -2.290 -0.409 0.875
H -2.727 0.943 -0.278
*
```

Listed below, in e, are the Mulliken charges computed for each atom:
1. O -0.526
2. C -0.341
3. C -0.261
4. C -0.601
5. C -0.084
6. O -0.341
7. H 0.384
8. H 0.269
9. H 0.306
10. H 0.295
11. H 0.342
12. H 0.142
13. H 0.205
14. H 0.213

iv.
Computed, not measured: a single C4H8O2 molecule, with the ωB97M-V functional and the def2-TZVPD basis.

ORCA input file:
```
! RIJCOSX wB97M-V def2-TZVPD def2/J DEFGRID3
* xyz 0 1
C -0.329 1.118 -1.643
C 0.177 0.539 -0.354
O -0.261 -0.743 -0.198
C 0.945 1.207 0.511
C -0.143 -1.330 1.087
O -0.329 -2.693 0.974
H -1.425 1.120 -1.650
H 0.025 2.143 -1.771
H 0.004 0.521 -2.499
H 1.305 0.787 1.443
H 1.254 2.220 0.277
H -0.887 -0.848 1.745
H 0.859 -1.195 1.501
H -1.196 -2.846 0.576
*
```

Summary:
SMILES: C=C(C)OCO

Listed below, in e, are the Mulliken charges computed for each atom:
1. C -1.116
2. C 0.975
3. O -0.314
4. C -1.024
5. C -0.258
6. O -0.534
7. H 0.282
8. H 0.331
9. H 0.290
10. H 0.220
11. H 0.244
12. H 0.350
13. H 0.240
14. H 0.314

Stability ranking, top entry: i; the second entry is 0.901 eV less favorable.